# 1
Entry from OMol25: one molecule with the formula C6H5N3O at a distorted geometry (wB97M-V/def2-TZVPD).

Geometry as ORCA input:
```
! RIJCOSX wB97M-V def2-TZVPD def2/J DEFGRID3
* xyz 0 1
N -1.83 1.21 -0.15
C -1.06 0.12 -0.22
H 2.90 -1.13 0.60
O 2.59 0.10 -0.87
H -1.33 3.17 0.08
N 1.77 -1.25 0.58
C -1.64 -1.18 -0.09
C 0.32 0.48 -0.30
C 0.31 1.85 -0.10
C 1.52 -0.37 -0.41
H 1.13 -2.02 0.73
H 1.12 2.54 0.12
C -2.14 -2.27 0.05
N -0.97 2.23 -0.07
H -2.54 -3.27 0.16
*
```

- Frontier orbital gap: 10.046 eV
- Structure (SMILES): C#Cc1n[nH]cc1C(N)=O
- Highest occupied orbital energy: -0.345 Ha

Here are the natural (NBO) charges for atoms 1 to 2, given in e: number 1, N, carries -0.220; number 2, C, carries 0.044

# 2
Entry from OMol25: one molecule with the formula C6H5N3O2 at a distorted geometry (wB97M-V/def2-TZVPD).

Geometry as ORCA input:
```
! RIJCOSX wB97M-V def2-TZVPD def2/J DEFGRID3
* xyz 0 1
H -2.31 -2.13 -0.36
C -2.14 -0.10 0.11
H 0.00 -2.45 -0.61
C -1.68 -1.35 -0.27
C -1.26 0.93 0.28
O 3.85 -1.02 0.52
C 0.59 -0.51 -0.29
H 0.30 2.80 0.53
N 0.88 1.99 0.05
O 1.88 -0.92 -0.44
N 2.78 -0.56 0.65
H -1.45 1.97 0.54
H -3.13 -0.06 0.21
N 1.90 2.20 -0.58
C 0.12 0.75 0.08
C -0.34 -1.54 -0.41
*
```

- Frontier orbital gap: 8.089 eV
- Highest occupied orbital energy: -0.308 Ha

Here are the natural (NBO) charges for atoms 1 to 2, given in e: number 1, H, carries 0.209; number 2, C, carries -0.205

# 3
Entry from OMol25: one molecule with the formula C6H5N5 at a distorted geometry (wB97M-V/def2-TZVPD).

Geometry as ORCA input:
```
! RIJCOSX wB97M-V def2-TZVPD def2/J DEFGRID3
* xyz 0 1
C 1.87 0.86 -0.52
C 1.89 -0.52 0.04
C -0.45 -1.43 -0.63
N 2.52 -1.00 0.95
N 0.61 -1.73 -1.05
H -3.49 -1.28 -0.19
H 2.43 -1.98 1.29
N 0.54 1.35 -0.78
N -2.75 0.62 0.37
N -1.62 -1.32 -0.30
C -0.37 1.17 0.10
C -1.55 1.29 0.68
H -1.69 2.06 1.44
H 2.36 1.51 0.14
H 2.36 0.93 -1.48
C -2.66 -0.54 -0.07
*
```

- Frontier orbital gap: 7.933 eV
- Highest occupied orbital energy: -0.307 Ha

Here are the natural (NBO) charges for atoms 1 to 2, given in e: number 1, C, carries -0.352; number 2, C, carries 0.604

# 4
Entry from OMol25: one molecule with the formula C6H5NO at a distorted geometry (wB97M-V/def2-TZVPD).

Geometry as ORCA input:
```
! RIJCOSX wB97M-V def2-TZVPD def2/J DEFGRID3
* xyz 0 1
N 2.39 2.16 0.31
C 1.35 1.66 0.35
C 0.15 -0.74 0.64
C -0.28 -1.22 -0.77
H 0.87 -1.40 1.29
H -0.92 0.62 2.07
C 0.27 0.69 0.17
H -1.06 -1.87 -0.96
C -0.87 0.27 1.00
H -1.92 0.32 0.58
C -0.23 0.25 -1.19
O -0.41 0.92 -2.15
H 0.66 -1.67 -1.33
*
```

- Frontier orbital gap: 10.770 eV
- Structure (SMILES): N#C[C@]12C[C@H]1CC2=O
- Highest occupied orbital energy: -0.373 Ha

Here are the natural (NBO) charges for atoms 1 to 2, given in e: number 1, N, carries -0.288; number 2, C, carries 0.290

# 5
Entry from OMol25: C6H5NO as an isolated structure at a distorted geometry (wB97M-V/def2-TZVPD).

Geometry as ORCA input:
```
! RIJCOSX wB97M-V def2-TZVPD def2/J DEFGRID3
* xyz 0 1
H 2.69 2.12 -0.01
C 2.43 1.43 -0.87
C -0.12 0.66 -0.58
O 0.26 -1.23 0.64
H 1.59 1.96 -1.82
C 1.31 0.56 -0.31
C -0.75 -0.34 0.01
H -0.73 1.56 -0.85
H 3.49 0.81 -1.39
C -2.17 -0.68 0.30
H 2.29 -1.36 0.30
C 1.41 -0.61 0.37
N -3.43 -0.18 0.73
*
```

- Frontier orbital gap: 8.506 eV
- Highest occupied orbital energy: -0.337 Ha

Here are the natural (NBO) charges for atoms 1 to 2, given in e: number 1, H, carries 0.235; number 2, C, carries -0.622

# 6
Entry from OMol25: one molecule with the formula C6H5NO at a distorted geometry (wB97M-V/def2-TZVPD).

Geometry as ORCA input:
```
! RIJCOSX wB97M-V def2-TZVPD def2/J DEFGRID3
* xyz 0 1
C 1.24 0.61 -0.43
H -1.18 2.01 -0.89
H 3.28 0.44 -0.47
N -2.43 0.44 0.14
C -0.07 0.19 -0.14
O -0.17 -2.22 0.62
C -1.18 1.04 -0.35
C 2.38 -0.03 -0.17
H 1.33 1.58 -0.86
C -0.64 -1.11 0.42
H -2.86 -1.21 1.16
H 2.42 -1.03 0.35
C -2.11 -0.72 0.62
*
```

- Frontier orbital gap: 7.246 eV
- Structure (SMILES): C=CC1=CN=CC1=O
- Highest occupied orbital energy: -0.324 Ha

Here are the natural (NBO) charges for atoms 1 to 2, given in e: number 1, C, carries -0.227; number 2, H, carries 0.221

Q: Which of these has the highest highest occupied orbital energy?
A: C6H5N5

Q: The highest highest occupied orbital energy belongs to which entry?
A: C6H5N5